No. 1
Below is a structure of composition C49H42CrN4O3P2S2, with properties calculated with wB97M-V/def2-TZVPD.

XYZ file:
```
103
Properties=species:S:1:pos:R:3:forces:R:3:mulliken_charge:R:1
Cr 0.125144 1.388489 0.436160 0.03 -0.33 -0.26 -0.76
S 0.690144 3.797676 -1.088243 -0.02 0.72 -0.12 0.62
S 0.086369 -0.357546 3.134999 -0.15 -0.14 0.08 0.05
P 2.514669 1.266388 0.766690 1.13 -0.19 -0.13 2.52
P -2.837602 -0.857453 1.320007 -0.02 0.23 0.08 1.65
O 0.529041 3.459737 0.363823 0.03 -0.19 -0.12 -0.07
O -0.461294 4.474808 -1.634270 0.12 -0.11 0.03 -0.57
O 0.391132 2.009807 -1.540250 -0.07 -0.13 0.48 0.74
N 0.371143 -0.632020 0.058702 -0.13 -0.10 0.13 2.41
N -0.225622 1.125596 2.339574 0.13 0.36 0.21 0.64
N -1.780749 2.195681 0.525453 -0.25 -0.14 0.06 0.64
N -1.483505 2.010494 4.132773 -0.12 -0.01 -0.11 0.39
C 4.712143 4.712451 0.682259 0.03 0.02 0.01 -0.77
C -2.818781 -3.855731 4.177121 0.02 -0.05 0.02 -0.77
C -0.381611 -1.801130 0.177441 0.00 -0.03 -0.13 -0.08
C 1.066005 2.250085 -3.840547 0.01 0.10 0.15 -0.64
C 0.439487 -2.898719 0.065792 -0.06 -0.01 0.23 -0.89
C -3.151120 -1.911851 2.784920 0.08 0.15 0.04 0.49
C 0.040351 0.218996 -3.063344 -0.04 0.03 0.20 -0.19
C 3.897743 2.799366 -1.147750 0.04 -0.19 0.03 -0.20
C 0.199453 -0.336149 -4.321180 0.05 0.10 -0.09 -1.04
C -3.970497 -1.950720 5.066221 -0.04 0.04 0.00 -0.81
C -3.124057 3.427214 2.105626 -0.01 0.09 -0.01 -0.95
C -3.798673 -1.292846 3.858979 0.06 -0.07 0.00 -0.65
C -3.642906 3.476188 -0.236126 0.06 -0.11 -0.05 -1.24
C -4.499490 -0.401896 -0.880660 0.00 0.00 0.04 -0.27
C 1.756554 -2.431624 -0.109409 0.10 -0.06 -0.04 -1.81
C -3.480743 -3.239615 5.227516 0.00 -0.02 0.00 -0.59
C 5.097054 -0.173110 3.613344 0.03 -0.01 -0.01 -0.75
C 0.455309 -0.166089 7.138371 -0.02 -0.02 0.00 -0.87
C 0.608414 -0.528369 5.808651 0.03 0.02 0.03 -0.79
C 2.810386 -0.120135 -0.368671 -0.19 0.08 0.03 -1.51
C -5.702066 -0.234178 -1.549546 0.01 0.02 -0.01 -0.86
C -1.880918 -1.941572 0.180663 0.15 0.35 -0.01 -1.94
C -6.903707 -0.426755 -0.883896 0.01 0.00 0.01 -0.54
C -2.551117 2.654310 -0.450946 -0.23 -0.03 -0.09 -0.08
C -0.798585 1.308911 5.121207 0.15 -0.13 0.14 -0.72
C 1.210527 1.678789 -5.096495 -0.01 0.00 -0.02 -0.99
C -6.884940 -0.789135 0.454080 -0.06 0.02 0.03 -0.72
C -3.905407 3.885980 1.074954 0.01 -0.01 0.10 -0.88
C 3.580862 2.636407 0.199262 -0.18 0.14 -0.08 0.59
C -2.061758 2.539700 1.830702 -0.10 -0.16 -0.05 0.94
C -0.013151 0.195575 4.801498 -0.03 0.02 -0.19 1.51
C 3.449664 1.176874 4.725794 0.03 0.01 0.03 -0.80
C 5.019383 4.867634 -0.663145 0.02 0.01 0.02 -0.59
C -2.644179 -3.194518 2.968281 -0.09 0.03 -0.03 -0.44
C 4.584146 0.380007 4.778453 0.00 0.01 -0.01 -0.73
C 4.476717 0.061519 2.395539 -0.03 -0.02 -0.05 -0.69
C 1.039670 -0.264210 -6.697507 0.04 0.03 0.09 -1.60
C 3.330839 0.846909 2.337241 -0.30 0.03 0.16 0.61
C 0.803436 0.375797 -5.354661 -0.04 -0.07 -0.03 0.83
C 2.826901 1.407680 3.509383 0.02 0.04 -0.07 -0.29
C -5.681078 -0.975313 1.118410 0.08 -0.12 -0.09 -0.60
C 1.680964 -1.066848 -0.127846 -0.06 -0.11 -0.02 -0.07
C 4.622855 3.902160 -1.573803 0.00 0.00 -0.06 -0.71
C -0.311533 0.946550 7.457629 0.01 0.00 0.02 -0.73
C 4.002247 3.603536 1.112504 -0.05 -0.02 -0.07 -0.75
C -1.258004 1.889151 2.784795 -0.08 -0.07 -0.03 -0.66
C 0.497815 1.507908 -2.812404 0.06 -0.18 -0.24 -0.07
C -0.927254 1.680409 6.457465 -0.02 0.08 0.00 -0.75
C -4.463927 -0.802613 0.458406 -0.06 0.02 0.04 0.76
H -2.093442 -3.686519 2.177569 0.00 -0.02 0.05 0.22
H 4.872936 4.006662 -2.622252 -0.02 0.00 0.01 0.44
H -0.151900 -1.344737 -4.505128 0.01 -0.01 0.04 0.41
H -3.603763 -3.756163 6.171019 0.00 0.01 -0.01 0.40
H -4.152616 -0.273713 3.744791 0.01 0.03 0.03 0.47
H 1.383714 3.269545 -3.660087 0.03 -0.03 -0.06 0.43
H 0.926361 -0.747834 7.919505 0.02 0.01 -0.02 0.45
H -0.407418 -0.341676 -2.253107 0.03 -0.05 -0.03 0.44
H -2.124166 -2.980680 0.397327 0.03 -0.05 -0.20 0.72
H -3.577164 -0.204506 -1.415055 0.03 -0.03 -0.01 0.05
H -4.255381 3.791735 -1.066861 0.04 0.04 -0.01 0.55
H 4.898039 -0.367342 1.495630 0.00 -0.01 0.02 0.26
H -0.433261 1.246757 8.490229 0.00 0.00 -0.01 0.41
H -2.428575 -4.858826 4.299227 0.02 0.02 0.00 0.41
H 1.940712 2.029113 3.457039 -0.06 -0.05 0.05 0.44
H -1.528618 2.546543 6.713447 0.01 0.00 -0.02 0.46
H 5.073506 0.192458 5.725903 -0.01 0.00 0.00 0.42
H 5.571273 5.736300 -0.998735 0.01 -0.01 0.01 0.39
H -7.844036 -0.290115 -1.401939 0.00 0.00 0.00 0.38
H -5.692340 -1.279500 2.155633 -0.02 -0.02 0.03 0.38
H -3.321032 3.752725 3.119075 -0.03 -0.02 -0.02 0.50
H 1.203263 -1.392678 5.535051 0.02 0.03 0.02 0.52
H 3.595904 2.051818 -1.872243 -0.03 0.11 -0.03 0.33
H -4.472570 -1.452345 5.886694 0.00 -0.01 -0.02 0.41
H 0.300736 -1.039600 -6.897214 -0.01 0.02 -0.04 0.38
H 2.025401 -0.734941 -6.723566 -0.01 -0.01 -0.03 0.29
H -2.256104 -1.742703 -0.824570 -0.11 0.03 -0.02 0.39
H -5.699986 0.052952 -2.593885 0.01 0.02 0.01 0.42
H 3.775850 3.486221 2.164062 0.00 0.04 0.01 0.36
H -2.146982 2.700904 4.435080 -0.05 -0.04 0.03 0.15
H 3.766046 -0.615432 -0.213537 0.04 0.03 -0.05 0.55
H -4.722707 4.566099 1.279423 0.00 -0.03 0.01 0.42
H 1.649441 2.265558 -5.895385 0.02 0.01 0.02 0.37
H 5.032400 5.455996 1.401118 -0.02 0.00 -0.01 0.42
H 2.784815 0.266767 -1.392335 0.00 -0.01 0.03 0.26
H 1.005118 0.470627 -7.501636 -0.03 -0.01 -0.01 0.38
H 2.651939 -3.025637 -0.217593 0.00 0.06 -0.03 0.52
H 5.988102 -0.786777 3.649670 -0.01 0.00 0.00 0.42
H 0.121287 -3.929611 0.112430 -0.06 0.03 -0.02 0.56
H -2.285547 2.347608 -1.455267 0.05 0.02 0.01 0.38
H -7.815879 -0.931274 0.989618 0.01 -0.02 -0.01 0.40
H 3.041255 1.607488 5.631467 -0.01 0.00 -0.02 0.44
```
Forces are in eV/Å.

Properties
- HOMO (alpha / beta) (eV) = -5.656 / -7.087
- multiplicity = 5
- net charge = 0
- orbital gap (alpha / beta) (eV) = 5.69 / 6.69



No. 2
Below is a structure of composition C49H42N2O5P2Pb, with properties calculated with wB97M-V/def2-TZVPD.

XYZ file:
```
101
Properties=species:S:1:pos:R:3:forces:R:3:mulliken_charge:R:1
Pb -0.130865 0.737741 0.478283 0.23 0.32 -0.09 1.87
P 2.968237 0.831933 1.422673 0.03 -0.37 0.07 1.08
P -3.108944 0.087151 -3.303368 -0.31 0.44 0.70 1.56
O -1.883247 1.574918 -3.092071 -0.09 -0.06 1.17 -0.42
O -4.236760 0.895030 -2.364515 0.82 -0.19 -0.43 -0.42
O -0.197655 -1.139610 1.624977 -0.22 0.21 -0.54 -0.26
O -3.550210 -2.960478 3.299697 -0.14 0.31 -0.28 -0.70
O -1.608938 3.010408 -4.800851 -0.32 -0.19 -0.02 -0.69
N -2.508081 0.025755 0.905918 -0.45 0.18 -0.44 0.22
N -2.520982 -1.187336 1.518214 -0.76 -0.65 -0.22 -0.80
C -2.329511 -3.488499 3.246293 0.04 -1.27 0.56 0.46
C 2.273280 4.982614 3.214558 -1.41 0.43 0.23 -0.49
C -1.286904 -2.951304 2.513203 1.14 -0.35 0.40 0.05
C 2.727988 -1.102158 3.872378 0.33 0.69 0.96 -1.12
C 4.916449 -0.539324 -1.920810 -1.38 0.99 0.73 -0.99
C 0.546720 -1.619814 -2.677644 0.81 1.22 -1.65 -0.65
C -1.972631 -1.924985 -1.643787 -0.84 -0.15 0.07 0.27
C 0.189934 -4.659448 3.364171 1.28 -0.46 -0.16 -1.04
C -3.977072 3.307525 -2.120385 -0.17 -0.51 -0.14 -0.41
C 3.734107 3.437296 2.189256 -1.03 0.06 1.10 -0.57
C -0.459412 -0.758296 -3.097604 0.10 0.41 -1.04 -0.31
C -2.981316 4.129339 -0.064357 0.01 -0.53 -0.41 -0.98
C -1.341378 -1.686836 1.797651 0.35 0.56 0.72 0.97
C 3.161381 1.625861 -1.315803 -0.02 -0.47 0.83 0.31
C 1.414870 2.791376 2.596096 -1.65 -0.10 0.21 0.82
C -5.600857 -1.290416 -3.792051 -1.11 0.68 0.81 -0.49
C 2.695581 2.486716 2.146138 1.16 0.48 -0.90 1.06
C -4.354289 -3.569663 -4.627939 1.37 -0.08 -0.39 -0.68
C -3.528713 4.336505 -1.326391 0.15 1.32 0.21 -0.44
C 4.543807 -0.223356 -0.614818 -0.13 0.56 0.74 -0.88
C -0.928182 -2.706235 -1.176550 -1.58 -1.09 0.85 -0.83
C 2.243815 2.786754 -1.114283 0.23 0.24 0.46 -1.12
C -3.541984 0.378445 0.218768 0.46 0.16 0.76 -0.92
C 4.337111 0.247708 -2.935181 0.55 -0.74 1.53 -0.85
C -3.506843 1.779939 -0.295280 -0.16 -1.04 -0.61 0.24
C -2.952344 2.815051 0.417720 0.16 1.09 0.84 -0.37
C 4.109360 -0.558580 3.587267 0.88 -0.50 -0.18 0.47
C 1.197595 4.080403 3.110640 0.80 1.09 0.23 -1.03
C -5.725564 -3.556209 -4.598953 0.00 0.83 -0.24 -0.68
C -2.915784 0.918388 -4.891939 -1.36 0.38 -1.17 -0.81
C -3.919703 2.042149 -1.589468 -0.32 -1.26 -0.59 0.39
C 3.543423 4.669297 2.804147 0.63 -0.28 -1.06 -1.02
C 0.003618 -3.516427 2.642771 -1.21 -0.32 0.12 -0.79
C -2.125056 -4.668203 3.986967 0.02 0.66 -0.58 -0.74
C -1.746912 -0.948727 -2.618538 -0.52 0.50 0.45 0.10
C 0.294644 -2.591782 -1.743461 2.02 -0.15 -0.22 -0.28
C 5.219698 -0.940071 4.395725 -1.74 0.08 -0.03 -0.72
C -2.075584 2.014435 -4.299259 0.71 0.47 -0.55 0.41
C -0.895454 -5.257676 3.987848 0.35 -0.91 0.83 -0.31
C -6.354575 -2.401183 -4.219089 -0.67 1.26 0.57 -0.41
C -4.207336 -1.321223 -3.763230 0.11 -0.48 -0.14 0.50
C 5.652226 0.798551 2.328476 0.52 -0.85 0.18 -0.28
C 3.464212 1.261977 -2.609599 0.05 0.49 -0.71 -0.66
C 6.489998 -0.440962 4.249033 0.17 0.54 -1.04 -0.69
C 3.703179 0.863272 -0.259399 0.19 -0.28 -0.84 0.82
C 0.276331 1.773997 2.527540 0.31 0.50 0.40 -1.64
C 4.354394 0.277760 2.497292 0.33 0.16 0.37 0.60
C -3.555363 -2.489499 -4.243128 -2.48 0.26 0.28 -0.67
C 6.721378 0.443276 3.166383 0.28 0.61 0.25 -0.81
H -2.503429 -2.555937 -4.270544 0.95 -0.15 -0.13 0.61
H 0.560615 0.896854 3.136416 -0.37 0.28 -0.20 0.24
H 7.739351 0.917131 3.043940 -1.31 -0.70 -0.05 0.33
H -1.132039 -3.507171 -0.435890 0.14 0.72 -0.49 0.39
H 5.816997 1.383166 1.436946 0.29 0.29 0.04 0.41
H -2.980171 -2.176215 -1.276667 0.45 0.47 -0.20 0.52
H 2.200134 -0.371406 4.510603 0.07 -0.21 -0.13 0.36
H 1.205323 -5.096089 3.444603 -0.82 0.23 -0.06 0.37
H 4.367988 5.387846 2.794600 -0.39 -0.17 0.25 0.37
H 5.508026 -1.430056 -2.033437 0.33 0.06 -0.57 0.44
H 0.802527 -3.027846 2.150732 0.65 0.30 -0.36 0.54
H 2.988868 1.852733 -3.394559 0.27 -0.20 -0.01 0.37
H -6.284969 -4.369976 -4.985989 -0.37 -0.73 -0.09 0.43
H 1.525323 -1.482635 -3.190488 -0.64 -0.39 0.77 0.33
H -6.171220 -0.400981 -3.371905 0.96 -1.13 -0.76 0.20
H -0.662284 2.210821 2.915809 0.48 -0.19 0.01 0.58
H 2.739080 -2.039506 4.437814 0.08 0.06 -0.29 0.48
H -4.299738 3.450251 -3.145392 0.01 0.09 0.11 0.57
H -2.575333 4.993169 0.468502 -0.12 -0.55 0.05 0.43
H 2.044489 5.991334 3.571783 0.17 -0.35 0.07 0.36
H 1.326210 2.500865 -0.602305 0.23 0.22 0.32 -0.13
H -2.965799 -5.045577 4.523961 -0.37 -0.37 0.27 0.49
H -2.391099 0.354351 -5.646717 0.32 -0.34 -0.20 0.33
H -0.290248 0.004826 -3.903926 0.10 -0.86 1.11 0.14
H -2.526650 2.580590 1.382026 -0.05 0.14 0.24 0.78
H -4.432098 -0.299052 0.090828 0.97 0.74 0.09 0.38
H 4.711198 3.228209 1.838243 0.66 -0.44 -0.45 0.33
H 4.913719 -0.801425 0.227481 0.10 -0.23 -0.27 0.41
H 2.144726 -1.171458 2.972676 -0.29 -0.32 -0.39 -0.29
H 1.122491 -3.247534 -1.500771 -0.17 -0.11 0.30 0.41
H 1.888890 3.129869 -2.074570 0.13 0.45 -0.27 0.49
H -0.725965 -6.197652 4.527676 -0.21 0.41 -0.13 0.35
H -3.570311 5.361794 -1.697798 0.02 -0.31 -0.04 0.38
H 0.243247 4.516117 3.460630 0.32 -0.97 -0.34 0.36
H 7.303732 -0.742799 4.907507 -0.24 0.09 -0.14 0.38
H -3.870421 1.246261 -5.383857 0.67 -0.34 0.62 0.32
H -7.453832 -2.317808 -4.234579 0.66 -0.09 0.06 0.37
H -3.892538 -4.444952 -5.051540 0.35 -0.24 0.12 0.38
H 2.772682 3.574863 -0.541463 -0.59 -0.22 -0.35 0.17
H 4.597778 0.082143 -3.932324 0.20 -0.34 -1.50 0.47
H -3.475317 -2.223315 2.666031 -0.70 0.63 -0.25 0.51
H 4.925180 -1.627068 5.175586 0.50 -0.15 0.31 0.41
```
Forces are in eV/Å.

Properties
- HOMO (eV) = -7.607
- net charge = 0
- orbital gap (eV) = 7.49



The evaluated energy above the lowest of the compared OMol25 structures with the same formula, charge and spin for the records listed, in turn: 58.1, 0.0 kJ/mol.